66
Properties=species:S:1:pos:R:3:forces:R:3 method="wB97M-V/def2-TZVPD" smiles="COc1cc2cc(CN(Cc3nnnn3Cc3ccccc3)C[C@H]3CCCO3)c(=O)[nH]c2cc1OC" e_lumo_ev=0.57 total_charge=0 e_tot_ev=-44578.22510 e_above_lowest_kcal_mol=59.0
C -0.764298 -5.950574 1.042412 -0.13 -0.35 0.24
O 0.057341 -5.094298 0.279273 0.02 0.11 -0.30
C -0.377952 -3.858711 -0.100693 0.18 0.18 0.00
C 0.624387 -2.960969 -0.410175 -0.41 -0.12 0.07
C 0.354236 -1.662183 -0.847217 -0.59 -0.05 -0.01
C 1.361760 -0.688762 -1.102172 -0.19 0.38 -0.30
C 1.046400 0.581260 -1.454663 0.38 -0.27 -0.11
C 2.075453 1.676238 -1.523127 -0.05 0.08 -0.20
N 2.345019 2.293638 -0.225700 -0.04 0.16 0.09
C 1.178122 2.898563 0.379107 0.24 0.32 -0.03
C 0.168192 1.958455 0.954348 -0.84 0.10 0.22
N 0.392901 0.808079 1.553625 0.81 0.40 -0.15
N -0.789500 0.314664 1.891903 -0.17 -0.71 0.45
N -1.727185 1.093565 1.549192 -1.12 0.32 -0.02
N -1.176584 2.155899 0.953132 1.43 -0.60 0.24
C -1.965562 3.247029 0.433515 -0.38 0.45 -0.13
C -3.375600 2.776741 0.191956 -0.06 0.14 -0.09
C -4.279686 2.681629 1.240894 -0.03 0.09 -0.11
C -5.559112 2.206670 1.015426 -0.03 0.03 0.10
C -5.944036 1.822198 -0.258061 -0.07 -0.07 -0.05
C -5.046305 1.917547 -1.307747 -0.10 -0.07 -0.05
C -3.765719 2.394027 -1.084591 0.05 0.11 0.00
C 3.113278 1.472713 0.693371 0.47 -0.10 -0.33
C 4.537584 1.233440 0.196487 -0.04 0.36 0.51
C 5.505574 0.841663 1.328067 -0.15 -0.02 -0.25
C 6.519571 -0.083314 0.639585 -0.07 -0.06 -0.11
C 5.932665 -0.268659 -0.772686 0.45 -0.09 -0.11
O 4.587312 0.141150 -0.707263 -0.32 -0.15 0.03
C -0.338079 0.966791 -1.672798 -0.24 -0.47 -0.08
O -0.708187 2.075895 -2.051823 0.02 0.36 -0.13
N -1.270103 -0.009337 -1.418827 -0.19 0.28 -0.08
C -0.988468 -1.274358 -0.977882 0.54 -0.59 0.15
C -2.010476 -2.166876 -0.665651 -0.09 -0.06 0.01
C -1.731837 -3.450756 -0.232139 0.04 0.01 -0.03
O -2.704906 -4.360628 0.064652 0.52 0.06 -0.08
C -4.049385 -3.946945 0.046315 -0.25 0.07 -0.01
H -0.099443 -6.737285 1.399562 -0.06 0.05 0.01
H -1.202192 -5.430638 1.897322 0.01 -0.02 -0.02
H -1.560959 -6.393385 0.441083 0.10 0.03 0.10
H 1.646278 -3.284726 -0.295187 0.14 -0.08 0.04
H 2.398793 -0.964532 -0.978994 0.16 -0.01 0.03
H 1.717680 2.465754 -2.190357 0.10 -0.13 0.00
H 3.018401 1.279207 -1.894786 -0.09 0.05 -0.09
H 0.688953 3.509855 -0.384404 0.02 0.01 0.12
H 1.521973 3.563165 1.183029 -0.09 -0.02 -0.08
H -1.511344 3.569928 -0.507305 -0.05 -0.05 0.20
H -1.945522 4.071853 1.155517 -0.02 -0.09 -0.11
H -3.978858 2.973201 2.236064 0.04 0.01 0.11
H -6.257630 2.134829 1.835825 -0.06 -0.01 0.07
H -6.943148 1.450367 -0.432332 -0.08 -0.02 -0.01
H -5.344377 1.622925 -2.303799 -0.03 0.00 -0.08
H -3.060020 2.477091 -1.899112 0.08 0.02 -0.05
H 3.175458 2.023907 1.634965 -0.02 -0.08 0.05
H 2.637241 0.504780 0.897357 0.17 0.09 0.13
H 4.901711 2.141409 -0.312242 -0.05 -0.08 0.03
H 5.970816 1.716761 1.775813 -0.03 0.04 0.06
H 4.955737 0.303682 2.099937 -0.02 0.02 0.06
H 6.594978 -1.037588 1.157386 0.05 0.00 0.02
H 7.512167 0.360532 0.591292 0.04 -0.04 0.02
H 6.477605 0.355781 -1.496814 -0.06 -0.09 0.04
H 5.947061 -1.303102 -1.118197 0.05 0.07 -0.02
H -2.242657 0.264282 -1.512713 0.20 0.05 0.02
H -3.029803 -1.829406 -0.766676 -0.14 -0.02 0.02
H -4.372564 -3.672251 -0.962948 0.02 0.01 0.04
H -4.622488 -4.809755 0.382982 -0.01 0.09 -0.03
H -4.220665 -3.108127 0.727702 0.01 -0.02 -0.03